Molecular formula: C30H17F5HgN4O7PS
Method: DFT, the ωB97M-V functional and the def2-TZVPD basis

Properties
Highest occupied orbital energy (spin up / spin down)   -0.808 / -3.077 eV
Frontier orbital gap (spin up / spin down)   4.87 / 7.14 eV
2S+1   2
Energy relative to the best compared isomer or geometry (same formula, charge and spin)   0.0 kJ/mol
Charge   -2

Positions of all 66 atoms, in Å:
Hg1 0.7860 1.4303 0.6289
F1 -1.8965 5.8922 5.5297
C1 -1.1900 5.4215 4.4883
C2 -1.8156 4.7366 3.4686
F2 -3.1442 4.5603 3.5176
C3 -1.0804 4.2697 2.3945
F3 -1.7490 3.6529 1.4210
C4 0.2996 4.4495 2.2882
S1 1.2289 3.9084 0.9046
C5 0.8877 5.1553 3.3361
F4 2.2041 5.4091 3.3256
C6 0.1699 5.6293 4.4173
F5 0.7861 6.3050 5.4049
O1 -0.3318 -5.2528 5.2625
N1 -1.0277 -4.3098 4.8997
O2 -2.2225 -4.2398 5.1506
C7 -0.4177 -3.2286 4.1539
C8 -1.2253 -2.2077 3.6218
C9 -0.6570 -1.1682 2.9013
C10 0.8114 -1.0391 2.8003
O3 1.3871 -0.0324 2.3501
C11 1.5439 -2.1839 3.3086
C12 0.9366 -3.2427 3.9765
N2 2.9802 -2.2885 3.1533
O4 3.6203 -1.3455 2.7343
O5 3.5069 -3.3745 3.4279
N3 -1.5527 -0.2619 2.3291
O6 -1.2101 0.6551 1.4577
O7 -2.7826 -0.3727 2.6049
H1 -2.2946 -2.2290 3.7394
H2 1.5363 -4.0511 4.3583
N4 1.6792 0.7209 -1.1619
P1 0.7411 -0.0082 -2.1421
C13 -0.6855 0.9447 -2.7930
C14 -1.7145 1.2418 -1.8918
C15 -2.7332 2.1113 -2.2519
C16 -2.7371 2.6957 -3.5137
C17 -1.7174 2.4128 -4.4115
C18 -0.6910 1.5461 -4.0490
C19 -0.0651 -1.5495 -1.5642
C20 0.6590 -2.2989 -0.6329
C21 0.1345 -3.4778 -0.1182
C22 -1.1209 -3.9110 -0.5245
C23 -1.8442 -3.1750 -1.4523
C24 -1.3175 -1.9993 -1.9732
C25 1.6432 -0.5467 -3.6446
C26 2.9684 -0.1382 -3.7678
C27 3.7146 -0.5138 -4.8798
C28 3.1408 -1.3006 -5.8706
C29 1.8208 -1.7193 -5.7474
C30 1.0765 -1.3444 -4.6359
H3 -1.7138 0.7943 -0.8999
H4 -3.5185 2.3392 -1.5415
H5 -3.5303 3.3807 -3.7915
H6 -1.7160 2.8732 -5.3933
H7 0.1118 1.3364 -4.7468
H8 1.6264 -1.9272 -0.3077
H9 0.6929 -4.0431 0.6177
H10 -1.5445 -4.8142 -0.1007
H11 -2.8286 -3.5089 -1.7596
H12 -1.8942 -1.4191 -2.6853
H13 3.3807 0.4636 -2.9644
H14 4.7467 -0.1951 -4.9717
H15 3.7229 -1.5960 -6.7366
H16 1.3756 -2.3420 -6.5152
H17 0.0497 -1.6800 -4.5327

Molecular formula: C14H20EuN3SSe
Method: DFT, the ωB97M-V functional and the def2-TZVPD basis

Properties
Highest occupied orbital energy (spin up / spin down)   -15.388 / -15.421 eV
Frontier orbital gap (spin up / spin down)   6.36 / 8.49 eV
2S+1   7
Energy relative to the best compared isomer or geometry (same formula, charge and spin)   1.2 kJ/mol
Charge   +2

Positions of all 40 atoms, in Å:
Eu1 -0.1683 -13.1869 -4.6288
C1 -4.0111 -12.6451 -5.4244
C2 -2.7742 -13.3316 -5.9233
C3 -2.5354 -14.6554 -5.4529
C4 -1.5257 -15.4127 -5.9425
C5 -0.5965 -14.8774 -6.8594
C6 -0.7676 -13.5679 -7.3111
C7 -1.8843 -12.8120 -6.8453
H1 -4.4379 -13.3401 -4.6402
H2 -4.7068 -12.5146 -6.3049
H3 -3.7209 -11.6859 -5.0653
H4 -3.2066 -15.1430 -4.8022
H5 -1.4132 -16.4712 -5.7070
H6 0.2210 -15.4653 -7.2006
H7 -0.0881 -13.0856 -8.0033
H8 -1.9700 -11.7867 -7.2151
Se1 -1.5496 -10.7460 -4.0208
C8 0.2246 -10.7341 -3.7318
N1 1.3024 -11.1365 -3.8928
C9 -1.5083 -13.5077 0.9039
N2 -0.6724 -13.8124 -0.2788
C10 0.6750 -14.0542 -0.3266
C11 0.9976 -14.1654 -1.6043
N3 -0.1612 -14.0560 -2.3696
C12 -1.1494 -13.8769 -1.4939
H9 -1.8858 -14.3948 1.3862
H10 -2.3487 -13.0173 0.4961
H11 -0.9321 -12.8889 1.5910
H12 1.2521 -14.0982 0.5340
H13 2.0181 -14.2963 -1.9968
H14 -2.1792 -13.6516 -1.7692
C13 3.9527 -12.6684 -4.6128
S1 2.5447 -13.4723 -5.4251
C14 2.9587 -15.1752 -5.9191
H15 4.6717 -12.4212 -5.3481
H16 4.4147 -13.3770 -3.9053
H17 3.5704 -11.8444 -3.9682
H18 3.4541 -15.2066 -6.8998
H19 2.0433 -15.7676 -5.8520
H20 3.6334 -15.6383 -5.1954

Molecular formula: C6H22AlO6
Method: DFT, the ωB97M-V functional and the def2-TZVPD basis

Properties
Highest occupied orbital energy   -12.657 eV
Frontier orbital gap   2.93 eV
Charge   +1

Positions of all 35 atoms, in Å:
Al1 2.4803 2.3306 2.6593
C1 -0.1424 -0.0262 0.6597
O1 0.0444 1.0723 1.5222
H1 0.8679 -0.2895 0.3465
H2 -0.6636 -0.8422 1.1604
H3 -0.6856 0.2136 -0.2544
C2 3.9272 0.2091 -0.4678
O2 4.3779 0.3437 0.7959
H4 2.9031 0.5730 -0.5517
H5 4.5934 0.6943 -1.1811
H6 3.7948 -0.8142 -0.8192
C3 0.3229 1.7869 -3.3460
O3 1.6606 1.9914 -3.3067
H7 -0.0700 1.9025 -2.3358
H8 -0.0910 2.5695 -3.9818
H9 0.2097 0.8082 -3.8122
H10 2.0817 1.4671 -2.6216
C4 -2.7101 -1.2693 3.4256
O4 -2.7745 -0.0304 2.7607
H11 -2.0744 -1.1419 4.3017
H12 -3.6861 -1.6071 3.7742
H13 -2.1799 -1.9650 2.7752
H14 -1.9336 0.1661 2.3414
C5 -3.3417 2.4848 0.1595
O5 -1.9937 2.7474 0.0833
H15 -3.8157 2.6770 -0.8030
H16 -3.3066 1.4049 0.3028
H17 -3.8110 3.0833 0.9404
H18 -1.4855 2.2689 0.7424
C6 1.2539 -3.4429 -0.7922
O6 1.4857 -4.6519 -1.5660
H19 2.1764 -2.8637 -0.7522
H20 0.6081 -2.7333 -1.3095
H21 0.8955 -3.7771 0.1814
H22 1.0821 -5.3397 -1.0315

Molecular formula: C6H15NO2
Method: DFT, the ωB97M-V functional and the def2-TZVPD basis

Properties
Highest occupied orbital energy (spin up / spin down)   -6.737 / -7.221 eV
Frontier orbital gap (spin up / spin down)   7.44 / 7.92 eV
Energy relative to the best compared isomer or geometry (same formula, charge and spin)   572.4 kJ/mol

Positions of all 24 atoms, in Å:
C1 0.3359 -0.3120 0.9745
C2 2.1823 -0.5018 -0.7988
C3 -1.9560 0.2117 1.3870
C4 -0.6843 -1.2518 -0.9701
C5 2.3219 0.5983 -1.7978
C6 -2.5444 1.3464 0.6161
N1 -0.0559 -0.1608 -0.2466
O1 0.4682 -1.4999 1.5916
O2 0.9591 0.6787 1.6442
H1 1.0882 -1.4105 2.3275
H2 0.6766 1.5261 1.2724
H3 2.0774 -1.5117 -1.1808
H4 2.8338 -0.4604 0.0686
H5 -2.4104 -0.7648 1.2574
H6 -1.6714 0.4216 2.4137
H7 -1.7032 -0.9598 -1.2306
H8 -0.7165 -2.1956 -0.4221
H9 -0.1545 -1.4187 -1.9094
H10 1.5308 0.5594 -2.5520
H11 2.2764 1.5829 -1.3230
H12 3.2787 0.5517 -2.3427
H13 -2.6969 1.0867 -0.4352
H14 -1.9064 2.2344 0.6499
H15 -3.5294 1.6499 1.0064

What did the first record say?
Molecular formula: C30H17F5HgN4O7PS
Method: DFT, the ωB97M-V functional and the def2-TZVPD basis

Properties
Highest occupied orbital energy (spin up / spin down)   -0.808 / -3.077 eV
Frontier orbital gap (spin up / spin down)   4.87 / 7.14 eV
2S+1   2
Energy relative to the best compared isomer or geometry (same formula, charge and spin)   0.0 kJ/mol
Charge   -2

Positions of all 66 atoms, in Å:
Hg1 0.7860 1.4303 0.6289
F1 -1.8965 5.8922 5.5297
C1 -1.1900 5.4215 4.4883
C2 -1.8156 4.7366 3.4686
F2 -3.1442 4.5603 3.5176
C3 -1.0804 4.2697 2.3945
F3 -1.7490 3.6529 1.4210
C4 0.2996 4.4495 2.2882
S1 1.2289 3.9084 0.9046
C5 0.8877 5.1553 3.3361
F4 2.2041 5.4091 3.3256
C6 0.1699 5.6293 4.4173
F5 0.7861 6.3050 5.4049
O1 -0.3318 -5.2528 5.2625
N1 -1.0277 -4.3098 4.8997
O2 -2.2225 -4.2398 5.1506
C7 -0.4177 -3.2286 4.1539
C8 -1.2253 -2.2077 3.6218
C9 -0.6570 -1.1682 2.9013
C10 0.8114 -1.0391 2.8003
O3 1.3871 -0.0324 2.3501
C11 1.5439 -2.1839 3.3086
C12 0.9366 -3.2427 3.9765
N2 2.9802 -2.2885 3.1533
O4 3.6203 -1.3455 2.7343
O5 3.5069 -3.3745 3.4279
N3 -1.5527 -0.2619 2.3291
O6 -1.2101 0.6551 1.4577
O7 -2.7826 -0.3727 2.6049
H1 -2.2946 -2.2290 3.7394
H2 1.5363 -4.0511 4.3583
N4 1.6792 0.7209 -1.1619
P1 0.7411 -0.0082 -2.1421
C13 -0.6855 0.9447 -2.7930
C14 -1.7145 1.2418 -1.8918
C15 -2.7332 2.1113 -2.2519
C16 -2.7371 2.6957 -3.5137
C17 -1.7174 2.4128 -4.4115
C18 -0.6910 1.5461 -4.0490
C19 -0.0651 -1.5495 -1.5642
C20 0.6590 -2.2989 -0.6329
C21 0.1345 -3.4778 -0.1182
C22 -1.1209 -3.9110 -0.5245
C23 -1.8442 -3.1750 -1.4523
C24 -1.3175 -1.9993 -1.9732
C25 1.6432 -0.5467 -3.6446
C26 2.9684 -0.1382 -3.7678
C27 3.7146 -0.5138 -4.8798
C28 3.1408 -1.3006 -5.8706
C29 1.8208 -1.7193 -5.7474
C30 1.0765 -1.3444 -4.6359
H3 -1.7138 0.7943 -0.8999
H4 -3.5185 2.3392 -1.5415
H5 -3.5303 3.3807 -3.7915
H6 -1.7160 2.8732 -5.3933
H7 0.1118 1.3364 -4.7468
H8 1.6264 -1.9272 -0.3077
H9 0.6929 -4.0431 0.6177
H10 -1.5445 -4.8142 -0.1007
H11 -2.8286 -3.5089 -1.7596
H12 -1.8942 -1.4191 -2.6853
H13 3.3807 0.4636 -2.9644
H14 4.7467 -0.1951 -4.9717
H15 3.7229 -1.5960 -6.7366
H16 1.3756 -2.3420 -6.5152
H17 0.0497 -1.6800 -4.5327